No. 1
Molecular formula: C15H24NO8PS5Ti
Method: DFT, wB97M-V/def2-TZVPD

- Spin multiplicity: 2
- E_LUMO (spin up / spin down): 2.238 / 2.239 eV
- Largest force on an atom: 3.13 eV Å⁻¹
- Energy relative to the best compared isomer or geometry (same formula, charge and spin): 0.00 kJ/mol
- DFT total energy: -4424.71211 hartree
- Charge: -1

Geometry as XYZ:
```
55
Properties=species:S:1:pos:R:3:mulliken_charge:R:1
C -11.6836 -1.8249 -10.0388 0.339
O -11.3809 -5.0638 -10.3835 0.628
H -10.6956 -6.9581 -9.9137 0.339
C -14.5628 -2.7416 -15.4925 -0.464
C -10.0178 -5.5102 -14.0195 -0.153
C -10.6642 -5.7434 -8.2970 -0.900
H -13.5108 -6.6936 -9.4610 0.069
S -10.4968 -1.4974 -8.7754 -0.136
S -13.0250 -2.2641 -7.8286 -0.118
C -15.6263 -4.6098 -13.7253 0.399
C -10.4556 -5.9583 -9.7547 -0.438
O -14.4051 -4.6926 -13.2224 -0.127
Ti -13.3501 -3.0855 -12.6957 0.469
H -15.9139 -0.4724 -14.9803 0.358
C -11.4394 -1.7521 -7.3885 0.091
H -15.1126 -6.9891 -10.1757 0.387
O -13.4865 -0.6901 -12.7982 -0.308
O -16.3216 -5.5721 -14.0215 -0.725
H -11.7345 -6.0352 -8.0912 0.125
H -12.5542 -0.4136 -12.6573 0.259
H -14.2050 -5.5274 -10.5898 -0.044
O -12.4096 -2.8728 -14.4983 -0.418
N -15.0704 -2.3163 -14.1488 0.463
S -11.0155 -1.5336 -5.7957 -0.310
H -16.9606 -3.3168 -14.5019 0.248
H -16.0802 -0.6260 -13.2094 0.320
O -12.5573 -2.5593 -16.6965 -0.733
H -10.4453 -6.6273 -15.6759 0.481
C -14.1059 -6.5698 -10.3942 -0.572
O -12.1929 -6.7495 -11.9566 -0.401
C -14.1100 -0.1270 -13.9569 -0.539
H -14.2279 0.9888 -13.9046 0.391
C -13.0597 -2.6471 -15.6254 0.315
H -14.1566 -7.2276 -12.3858 0.158
S -14.3489 -2.6354 -10.5153 -0.569
C -16.1310 -3.2084 -13.7662 -0.830
H -9.4216 -5.8547 -10.1191 0.301
H -8.9368 -5.5010 -14.2190 0.347
S -11.1483 -2.1176 -11.6673 -0.604
C -12.9204 -2.2276 -9.5710 0.242
C -13.4425 -7.2847 -11.5612 -0.503
H -13.5005 -0.3639 -14.8138 0.370
H -16.5749 -3.0215 -12.8048 0.461
H -14.7515 -3.8474 -15.7135 0.291
P -11.7130 -5.2211 -11.9406 0.409
C -15.4309 -0.8783 -14.1039 -0.773
H -15.0200 -2.2039 -16.3063 0.351
H -13.2599 -8.2958 -11.3371 0.559
H -10.0318 -6.2383 -7.5956 0.425
O -10.2434 -5.5381 -12.5766 -0.563
H -10.4297 -4.6057 -14.4709 0.080
H -10.2902 -7.6694 -14.2499 0.259
H -11.7187 -6.6882 -14.4747 0.156
H -10.4830 -4.7005 -8.1120 0.109
C -10.6725 -6.7244 -14.6509 -0.971
```

No. 2
Molecular formula: C15H24NO9P
Method: DFT, wB97M-V/def2-TZVPD

- E_LUMO: -1.389 eV
- Largest force on an atom: 5.72 eV Å⁻¹
- Energy relative to the best compared isomer or geometry (same formula, charge and spin): 0.00 kJ/mol
- DFT total energy: -1659.04447 hartree
- SMILES: CC(C)[C@@H](C)COC1=C(ON=O)C(=O)C=CC1=O.COP(=O)(OC)OC

Geometry as XYZ:
```
50
Properties=species:S:1:pos:R:3:mulliken_charge:R:1
O 4.0291 0.8774 -2.1445 -0.172
O 0.7982 2.2137 -1.3496 0.099
H -1.0033 6.0833 -0.7136 0.376
C -0.4619 4.3503 -2.9268 -1.436
H -2.9887 -6.4106 1.9978 0.235
N 3.8683 0.1260 -1.2960 0.179
O 1.6946 -2.0255 0.3530 -0.603
H -0.7917 5.1015 -3.6412 0.355
O -1.7655 0.7381 -1.3018 -0.527
P -1.6103 -4.4361 3.7819 1.131
H 0.1742 -4.8342 0.8849 0.256
H 0.3732 -2.6489 1.8945 -0.033
H 0.8508 -3.4416 3.4108 0.346
H -0.0829 3.5066 -3.5066 0.321
H 2.8091 4.3725 -1.8127 0.330
H -1.2844 3.9541 -2.3309 0.296
H 2.0336 3.5940 -3.1484 0.252
O -2.7815 -5.5761 3.9025 -0.378
C -0.8266 -5.0018 1.2832 -0.870
C 0.2700 3.0257 -0.2866 -0.998
O -0.7157 -5.2732 2.6801 -0.413
C -0.6992 0.2230 -1.4984 0.395
H -1.4872 4.7668 0.3220 0.353
O 2.8192 0.6304 -0.3607 -0.337
H -1.4377 -4.1208 1.0814 0.428
C 1.6020 0.1219 -0.6827 0.818
H -1.2584 -5.8673 0.7776 0.361
C 0.5186 4.5147 -0.5489 0.429
C 0.4529 -1.8862 -1.6719 -0.381
H 0.4199 -1.7209 3.3944 0.320
C 2.0835 4.5420 -2.6087 -1.450
C 0.6102 0.8928 -1.1539 -0.086
C 0.1964 -2.6961 2.9654 -0.381
C 0.6895 4.8766 -2.0356 0.114
H 1.4107 4.8164 0.0014 0.521
C -0.5418 -1.1314 -2.1284 -0.636
O -1.1870 -2.9715 3.2055 -0.373
H 0.6470 -2.8631 -2.0953 0.514
H 2.4167 5.3072 -3.3074 0.382
H -0.2734 5.9253 0.9106 0.360
H -2.0124 -7.3542 3.1681 0.273
H 0.8223 2.7568 0.6227 0.270
C 1.2909 -1.3456 -0.5534 0.200
C -0.6357 5.3875 0.0376 -1.556
H 0.6156 5.9664 -2.0891 0.717
H -0.7786 2.8182 -0.0680 0.420
H -1.2138 -1.4458 -2.9146 0.471
C -2.8767 -6.7069 3.0389 -0.525
H -3.7732 -7.2507 3.3323 0.269
O -1.0092 -4.4807 5.1289 -0.638
```

No. 3
Molecular formula: C15H24O3S
Method: DFT, wB97M-V/def2-TZVPD

- E_LUMO: 0.625 eV
- Largest force on an atom: 0.49 eV Å⁻¹
- Energy relative to the best compared isomer or geometry (same formula, charge and spin): 27.53 kJ/mol
- DFT total energy: -1209.87807 hartree
- SMILES: CCCC(=O)[C@H]1C(=O)C[C@H](C[C@@H](C)SCC)CC1=O

Geometry as XYZ:
```
43
Properties=species:S:1:pos:R:3:mulliken_charge:R:1
H -4.3802 0.8022 -0.9126 0.282
C -4.3953 -2.5984 -0.2077 -1.117
H -0.5242 2.6444 1.6597 0.382
H 4.5476 0.8103 -1.5776 0.350
H -4.0099 -0.5276 -2.0415 0.401
C 0.2561 1.2741 0.1828 1.147
O -3.0423 2.6645 0.1574 -0.591
C 2.6954 0.8171 -0.4627 0.404
H 4.3675 2.1724 -0.4682 0.317
H 0.7756 0.2228 2.0155 0.534
H 5.7160 -2.6815 -0.6549 0.371
H 3.4594 2.1340 -1.9879 0.462
H 0.4392 -0.8298 0.6571 0.216
C -2.5822 -0.2346 -0.5125 0.150
C 3.8407 1.5274 -1.1679 -1.632
H 3.5889 -2.5660 0.6338 0.425
H -4.2774 -2.9490 -1.2304 0.306
H -4.9897 -0.8221 0.8452 0.301
H -5.9105 -1.1270 -0.6238 0.398
H 1.6887 2.7049 -0.5121 0.327
H -0.5698 3.2904 0.0162 0.384
C -1.2725 -0.1411 1.6461 -0.733
S 3.3455 -0.2303 0.9094 -0.154
O -1.5265 -0.7945 2.6268 -0.607
H -0.0245 0.9481 -0.8237 0.251
C -2.1369 1.9464 0.4929 0.053
H -3.4306 -2.6675 0.2904 0.268
H -3.3254 0.4146 1.3890 0.928
C 1.6883 1.8127 0.1190 -2.003
C -4.0055 -0.2217 -0.9934 -0.916
H 3.3958 -1.7536 -0.9316 0.291
H 5.9176 -1.7150 0.8118 0.285
C 5.4241 -1.7591 -0.1559 -1.017
H 5.7684 -0.9183 -0.7532 0.215
C 0.1241 0.0946 1.1480 -0.571
C -4.9103 -1.1649 -0.1881 -0.418
H 2.0185 2.1136 1.1159 0.500
O -1.6676 -0.7156 -1.1275 -0.564
C 3.9178 -1.7246 0.0240 -0.393
H 2.1905 0.1387 -1.1560 0.520
C -2.3859 0.4808 0.8321 1.052
C -0.7065 2.3855 0.6115 -1.188
H -5.0921 -3.2572 0.3047 0.386
```

No. 4
Molecular formula: C15H24Si2
Method: DFT, wB97M-V/def2-TZVPD

- E_LUMO: 0.788 eV
- Largest force on an atom: 1.91 eV Å⁻¹
- DFT total energy: -1164.99585 hartree
- SMILES: C[Si](C)(C)C1=Cc2ccccc2[C@@H]1[Si](C)(C)C

Geometry as XYZ:
```
41
Properties=species:S:1:pos:R:3:mulliken_charge:R:1
H 1.6474 0.7787 2.7403 0.342
H 0.3746 3.9515 1.2440 0.381
C -1.5349 -1.7297 -3.1139 -1.250
H -0.4665 -1.6545 -3.3314 0.340
C 1.7519 -1.5740 0.1798 0.454
C -0.2387 3.2981 0.6342 -1.232
H -1.4039 -0.0557 2.4409 0.294
C 1.9657 -0.1905 0.0700 -0.823
H 4.8509 -2.6129 0.9157 0.391
C 4.2862 -0.5532 0.5605 -0.609
H -1.7734 -2.7877 -2.9947 0.318
Si -0.0198 1.5114 1.1631 0.377
C 3.2353 0.3223 0.2175 -0.180
C -0.2746 -0.7105 -0.5876 -0.118
C -1.6639 0.8487 1.9236 -0.959
H 0.5126 1.9066 3.5323 0.316
H -2.0186 1.3244 -2.9024 0.345
H -3.5258 -1.0967 0.3002 0.348
C -2.4978 0.9447 -2.0191 -0.978
H -3.5739 0.9381 -2.1892 0.387
H -2.7666 -2.5619 -0.2894 0.339
H -2.1482 -1.4074 -3.9257 0.399
C -3.2487 -1.6546 -0.5851 -1.138
H -0.0813 3.5246 -0.4151 0.356
H -2.3162 0.6156 1.0886 0.055
C 4.0584 -1.9108 0.7127 -0.596
H -4.1429 -1.8661 -1.2022 0.345
H 0.7435 1.1352 -1.1529 0.653
H -2.0938 1.5302 2.6508 0.433
H -0.1293 -2.8405 -0.1921 0.428
H 5.2882 -0.1509 0.7115 0.377
C 2.7899 -2.4322 0.5107 -0.655
H 2.5539 -3.4701 0.5717 0.488
H -1.2467 3.5954 0.8428 0.383
C 0.6557 0.4408 -0.3108 0.906
C 1.1116 1.6677 2.6387 -1.227
C 0.3325 -1.8517 -0.1904 -0.994
Si -1.8605 -0.7556 -1.5539 0.239
H -2.2835 1.6400 -1.2087 0.218
H 1.8007 2.5179 2.4606 0.337
H 3.3505 1.3750 0.0543 0.512
```

No. 5
Molecular formula: C15H25Br6Cl6CuO5
Method: DFT, wB97M-V/def2-TZVPD

- Spin multiplicity: 2
- E_LUMO (spin up / spin down): -4.009 / -6.012 eV
- Largest force on an atom: 2.10 eV Å⁻¹
- Energy relative to the best compared isomer or geometry (same formula, charge and spin): 0.00 kJ/mol
- DFT total energy: -20808.09328 hartree
- Charge: +1

Geometry as XYZ:
```
58
Properties=species:S:1:pos:R:3:mulliken_charge:R:1
H -1.0058 -31.7974 25.8327 0.350
H 1.5899 -36.0721 21.7852 -0.212
C -0.7729 -33.5930 24.6192 -0.297
H 5.6437 -38.1163 26.2346 -0.556
O 3.6909 -34.5308 25.0547 0.052
C 5.3603 -36.3002 21.9667 0.259
H 0.3878 -32.9066 29.5217 0.273
Br 0.9531 -38.1283 20.4001 -0.075
H -0.5904 -33.2132 26.6258 0.260
Br 7.7857 -37.8125 27.6137 -0.025
H -1.7823 -33.4343 24.2398 0.318
O 0.3311 -33.5376 23.6662 -0.198
H 2.2441 -37.0708 26.8431 0.290
Br 5.9602 -40.3508 27.3418 0.011
C 1.1615 -32.3215 25.5084 0.287
H 5.0184 -34.4671 27.3883 -0.264
H 2.6104 -35.4704 27.5196 0.175
Cl 3.4949 -39.8434 23.4746 -0.033
H 3.7118 -37.9276 19.6939 0.087
C 6.5119 -38.7499 26.4156 0.630
C 5.5411 -34.4103 28.3431 0.217
H 2.4706 -39.4608 25.6024 -0.149
H 1.5222 -31.3073 25.6796 0.398
Cl 7.3027 -34.2342 28.2228 -0.140
H 3.2150 -41.0184 25.4580 0.314
Cu 4.4464 -32.9257 23.6382 0.587
H 5.3348 -35.3670 28.8231 0.289
C 4.3800 -37.0799 19.8454 -0.119
H 2.0346 -32.9219 28.9290 -0.352
H 1.8166 -33.0089 26.0437 -0.206
C 5.5381 -37.3248 20.8389 -0.726
Cl 1.0403 -41.0602 24.5240 -0.146
H 4.8658 -36.8645 18.8937 0.259
O 3.8981 -34.3165 21.9652 -0.461
H 2.6642 -36.3099 24.6874 -0.191
C 2.6172 -40.2900 24.9102 0.049
O 3.7312 -35.8363 20.2700 -0.326
O 2.2027 -32.3992 23.3137 -0.738
Cl 0.9221 -30.7997 28.7735 -0.156
Br 7.2409 -39.0920 24.5762 -0.014
C 3.3031 -35.8609 25.4478 0.583
C 1.3141 -32.3326 29.4961 0.403
C 0.6769 -36.6571 21.6739 0.297
H 1.3938 -35.5774 26.3682 0.093
Cl 1.9489 -32.0408 31.1545 -0.159
C 1.3097 -32.7092 24.0648 0.457
Br -0.8782 -35.7821 20.9317 -0.013
H 6.5002 -37.2845 20.3281 0.319
H -0.8174 -34.5633 25.1138 0.171
H 4.1456 -36.5525 25.4516 -0.192
C 2.3638 -36.0134 26.6072 -0.718
Cl 4.7109 -33.2746 29.4700 -0.134
C 4.2649 -35.3671 21.4655 0.490
C -0.3435 -32.6561 25.7221 -0.632
H 5.4997 -38.3410 21.2312 0.311
H 6.2120 -35.6235 22.0357 0.378
Br 0.2107 -37.3138 23.5376 -0.051
H 5.0380 -36.7605 22.9007 -0.324
```